Record 1
Computed, not measured: C3H3N3O2 as an isolated structure in a non-equilibrium geometry, with wB97M-V/def2-TZVPD.

## Properties
LUMO   -1.84 eV
Energy above the lowest of the compared OMol25 structures with the same formula, charge and spin   648.0 kJ/mol
HOMO-LUMO gap   0.254 Eh
Total charge   0
HOMO level   -8.74 eV

Element x y z (Å)
C -1.770059 -0.764931 -0.194713
C -0.498956 -0.326204 0.411828
C 1.536493 0.185417 0.018375
H -2.088600 1.113719 0.125588
H -2.221428 -1.724314 -0.321381
H 2.596323 -1.324372 -0.679413
N 2.761358 -0.284209 -0.415518
N 0.869056 1.274749 0.032592
N -0.318531 0.968842 0.133295
O -2.785467 0.176186 -0.278285
O 0.651175 -0.969487 0.429495

Forces on atoms 1 to 3 (eV/Å):
-0.911 3.454 2.489
-3.817 -2.144 -2.888
8.052 -9.282 -1.417

Results of the Löwdin charge analysis, in e, for atoms 1 through 6:
1 C 0.029
2 C -0.356
3 C -0.377
4 H 0.254
5 H 0.120
6 H 0.077

***

Record 2
Computed, not measured: an isolated molecule of C3H3N3O2 in a non-equilibrium geometry, with wB97M-V/def2-TZVPD.

## Properties
LUMO   0.57 eV
Energy above the lowest of the compared OMol25 structures with the same formula, charge and spin   270.0 kJ/mol
HOMO-LUMO gap   0.397 Eh
Total charge   0
HOMO level   -10.24 eV

Element x y z (Å)
C 0.605096 1.383717 1.363709
C -0.429569 -0.256644 -0.004225
C 0.165640 -1.090206 -1.805487
H 0.902000 1.386538 2.443673
H -0.633027 -0.194570 1.956254
H 0.584977 -1.265266 -2.741229
N -0.262931 0.393053 1.169788
N 0.639322 -0.445431 -0.796054
N -1.552138 -0.765832 -0.497148
O 1.144185 2.128269 0.573853
O -1.163555 -1.273627 -1.663133

Forces on atoms 1 to 3 (eV/Å):
2.593 1.536 1.606
-0.874 -0.734 -2.111
-1.738 1.401 1.734

Results of the Löwdin charge analysis, in e, for atoms 1 through 6:
1 C -0.366
2 C -0.415
3 C -0.120
4 H 0.138
5 H 0.184
6 H 0.122

***

Record 3
Computed, not measured: C3H3N3O2 as an isolated structure in a non-equilibrium geometry, with wB97M-V/def2-TZVPD.

## Properties
LUMO   0.08 eV
Energy above the lowest of the compared OMol25 structures with the same formula, charge and spin   527.5 kJ/mol
HOMO-LUMO gap   0.377 Eh
Total charge   0
HOMO level   -10.18 eV

Element x y z (Å)
C -1.092843 -0.371606 0.042604
C 1.278517 -0.859814 -0.032937
C 0.611821 1.191747 -0.121324
H -3.156332 -0.051362 -0.064990
H -1.004356 -1.570264 0.771807
H 0.926755 -1.961662 -0.063762
N -2.154446 0.404571 -0.319438
N 0.189560 -0.009702 -0.054606
N 2.395498 -0.261501 -0.140349
O 1.981386 1.186462 -0.135368
O 0.024440 2.303135 0.118364

Forces on atoms 1 to 3 (eV/Å):
-6.831 -1.703 1.749
-1.287 -2.159 -0.655
0.606 10.913 2.359

Results of the Löwdin charge analysis, in e, for atoms 1 through 6:
1 C -0.212
2 C -0.122
3 C -0.503
4 H 0.111
5 H 0.207
6 H 0.166

***

Record 4
Computed, not measured: an isolated molecule of C3H3N3O2 in a non-equilibrium geometry, with wB97M-V/def2-TZVPD.

## Properties
LUMO   0.56 eV
Energy above the lowest of the compared OMol25 structures with the same formula, charge and spin   367.0 kJ/mol
HOMO-LUMO gap   0.395 Eh
Total charge   0
HOMO level   -10.19 eV

Element x y z (Å)
C -0.731367 -0.724750 0.664260
C -0.454496 0.641100 -1.350357
C 1.384429 0.424084 0.016199
H -0.811635 -1.840760 2.199752
H -1.871028 -0.739126 0.886882
H -1.362336 0.533153 -1.920700
N -0.092708 -1.282503 1.604990
N -0.054098 0.093251 -0.162091
N 0.326829 1.449032 -1.791335
O 1.514736 1.372117 -1.014984
O 2.151674 0.074401 0.867384

Forces on atoms 1 to 3 (eV/Å):
-2.439 -1.154 3.691
-3.238 -2.032 1.948
-1.660 0.671 -0.028

Results of the Löwdin charge analysis, in e, for atoms 1 through 6:
1 C -0.274
2 C -0.182
3 C -0.370
4 H 0.094
5 H 0.158
6 H 0.148

***

Record 5
Computed, not measured: C3H3N3O2 as an isolated structure in a non-equilibrium geometry, with wB97M-V/def2-TZVPD.

## Properties
LUMO   -0.52 eV
Energy above the lowest of the compared OMol25 structures with the same formula, charge and spin   667.2 kJ/mol
HOMO-LUMO gap   0.322 Eh
Total charge   0
HOMO level   -9.29 eV

Element x y z (Å)
C -0.154754 -0.310838 0.087200
C -0.606439 0.538527 1.224468
C 0.651506 0.570115 -0.823338
H -0.706843 -2.422757 1.670052
H -0.664345 -3.571540 -0.268610
H -1.342814 -0.024656 2.045159
N -0.634890 -2.528260 0.557124
N -0.185223 -1.595061 -0.067509
N -0.553046 1.771169 0.953494
O 0.287296 1.825679 -0.263677
O 1.335735 0.386470 -1.796115

Forces on atoms 1 to 3 (eV/Å):
1.710 -0.463 1.343
-2.885 -3.803 0.445
-2.167 0.159 1.003

Results of the Löwdin charge analysis, in e, for atoms 1 through 6:
1 C -0.204
2 C -0.132
3 C -0.388
4 H 0.173
5 H 0.282
6 H 0.166

***

Record 6
Computed, not measured: an isolated molecule of C3H3N3O2 in a non-equilibrium geometry, with wB97M-V/def2-TZVPD.

## Properties
LUMO   0.17 eV
Energy above the lowest of the compared OMol25 structures with the same formula, charge and spin   567.0 kJ/mol
HOMO-LUMO gap   0.337 Eh
Total charge   0
HOMO level   -8.99 eV

Element x y z (Å)
C 0.868745 -0.125686 -0.093920
C -0.079674 -1.115611 -0.088416
C 0.218636 1.170470 -0.000552
H 2.678075 0.460782 -0.126906
H 0.133931 -2.258575 -0.303640
H -2.327552 -1.262059 0.683457
N -1.442800 -0.585831 0.091433
N -1.984190 0.572246 -0.035708
N -1.094681 1.527117 -0.257435
O 2.079424 -0.458952 -0.012002
O 0.950081 2.076104 0.143692

Forces on atoms 1 to 3 (eV/Å):
-6.627 -3.054 0.571
-1.074 0.014 -0.369
0.037 -0.054 -1.366

Results of the Löwdin charge analysis, in e, for atoms 1 through 6:
1 C -0.378
2 C 0.029
3 C -0.509
4 H 0.244
5 H 0.165
6 H 0.264